[1]
A molecular structure, C27H32Cl4F3O3Rb in a non-equilibrium geometry. Source: the OMol25 dataset; level of theory: the ωB97M-V functional and the def2-TZVPD basis.

Positions of all 70 atoms, in Å:
Rb1 3.745 0.906 -4.078
C1 1.005 0.343 0.084
C2 1.049 1.311 -1.106
O1 2.365 1.549 -1.668
H1 1.399 0.827 0.978
H2 1.661 -0.507 -0.099
H3 0.001 -0.021 0.302
H4 0.477 2.183 -0.789
H5 0.283 0.985 -1.810
C3 -3.718 0.003 -0.793
Cl1 -3.443 -0.201 0.986
Cl2 -2.179 -0.303 -1.782
Cl3 -4.915 -1.077 -1.420
Cl4 -4.433 1.632 -0.957
C4 4.184 -0.402 1.764
C5 5.031 -1.517 1.224
O2 6.070 -1.216 0.753
C6 4.463 -2.889 1.142
H6 4.479 0.646 1.812
H7 3.913 -0.507 2.814
H8 3.260 -0.363 1.188
H9 3.673 -2.963 0.395
H10 4.016 -3.074 2.119
H11 5.268 -3.602 0.959
C7 1.843 -2.433 4.565
C8 1.194 -1.796 3.372
O3 1.417 -2.271 2.252
C9 0.433 -0.470 3.603
H12 2.127 -3.428 4.222
H13 1.092 -2.486 5.354
H14 2.744 -1.899 4.865
H15 0.873 0.320 2.994
H16 0.548 -0.195 4.652
H17 -0.651 -0.509 3.492
F1 1.240 4.053 4.363
C10 0.076 3.991 3.781
C11 -0.006 3.112 2.708
C12 -1.231 2.915 2.035
C13 -2.295 3.687 2.466
C14 -2.214 4.596 3.585
C15 -1.012 4.760 4.203
H18 0.837 2.475 2.483
H19 -1.300 2.057 1.384
H20 -3.316 3.590 2.128
H21 -3.046 5.190 3.933
H22 -0.857 5.346 5.097
F2 -3.634 2.447 -4.151
C16 -2.545 2.036 -4.899
C17 -2.610 1.384 -6.101
C18 -1.427 1.068 -6.789
C19 -0.213 1.398 -6.236
C20 -0.219 1.987 -5.012
C21 -1.327 2.297 -4.316
H23 -3.526 1.311 -6.668
H24 -1.506 0.774 -7.825
H25 0.704 1.532 -6.791
H26 0.753 2.290 -4.649
H27 -1.296 2.668 -3.302
F3 -4.211 -4.298 -0.520
C22 -2.922 -3.965 -0.777
C23 -2.416 -4.129 -2.058
C24 -1.053 -3.899 -2.362
C25 -0.274 -3.350 -1.373
C26 -0.771 -3.031 -0.065
C27 -2.083 -3.387 0.216
H28 -3.079 -4.538 -2.805
H29 -0.644 -4.127 -3.335
H30 0.717 -2.981 -1.592
H31 -0.129 -2.500 0.622
H32 -2.436 -3.331 1.235

The HOMO-LUMO gap is 5.705 eV. As for the HOMO energy: -6.640 eV.

***

[2]
2 unconnected molecules or ions with the total composition C10H20N in a non-equilibrium geometry. Source: the OMol25 dataset; level of theory: the ωB97M-V functional and the def2-TZVPD basis.

Positions of all 31 atoms, in Å:
C1 -1.680 2.365 -0.145
C2 -1.985 1.107 -0.114
C3 -2.272 -1.025 -1.319
C4 -3.383 -0.616 0.940
C5 2.785 -0.315 1.245
C6 2.557 -0.377 -1.260
C7 1.784 1.639 0.024
C8 0.304 -1.571 0.653
C9 -2.465 -0.111 -0.133
C10 1.936 0.122 0.050
N1 0.591 -0.449 0.139
H1 -2.352 3.074 -0.609
H2 -3.164 -0.975 -1.946
H3 -1.430 -0.733 -1.943
H4 -2.159 -2.064 -1.019
H5 -3.011 -1.533 1.397
H6 -3.529 0.136 1.712
H7 -4.349 -0.845 0.492
H8 3.664 0.320 1.307
H9 2.232 -0.214 2.176
H10 3.135 -1.338 1.146
H11 1.986 -0.036 -2.118
H12 2.610 -1.461 -1.279
H13 3.565 0.014 -1.345
H14 1.164 1.956 -0.811
H15 1.360 2.000 0.958
H16 2.760 2.099 -0.093
H17 -0.792 2.796 0.286
H18 -0.723 -1.895 0.718
H19 1.070 -2.236 1.031
H20 -0.210 0.164 -0.142

The HOMO-LUMO gap is 8.594 eV. The total charge is +1. As for the HOMO energy: -12.967 eV. The calculation puts the energy above the lowest of the compared OMol25 structures with the same formula, charge and spin at 9.1 kJ/mol.